*a*
Entry from OMol25: 2 unconnected molecules or ions with the total composition C5H16N3 (ωB97M-V/def2-TZVPD).

Output
Spin multiplicity: 1
Lowest unoccupied orbital energy: -3.0 eV
Total charge: +1
HOMO-LUMO gap: 11.3 eV
HOMO energy: -14.294 eV

Atoms and positions in Å:
C  -0.62482  -0.33934  0.20714
C  0.27097  0.66312  -0.50778
C  -3.11274  -0.13169  0.11417
N  -1.93540  0.25510  0.55326
N  -3.24614  -1.22316  -0.68241
N  -4.20325  0.57332  0.39059
H  -0.75637  -1.27786  -0.30676
H  -0.14926  -0.55424  1.15984
H  0.51029  0.38024  -1.53372
H  1.22186  0.80904  -0.01297
H  -1.81422  1.14374  1.01805
H  -2.56631  -1.29408  -1.42087
H  -3.78222  -2.03988  -0.44989
H  -4.20327  1.36823  1.00930
H  -5.06188  0.36100  -0.09181
H  -0.11513  1.67527  -0.62236
C  3.64805  -0.79263  -0.05271
C  3.73525  0.69279  0.34371
H  2.80768  -0.97503  -0.72861
H  4.59967  -1.04565  -0.51080
H  3.44898  -1.44894  0.78984
H  4.21474  0.74964  1.31736
H  2.79315  1.21348  0.41320
H  4.32038  1.23754  -0.39576



*b*
Entry from OMol25: 2 unconnected molecules or ions with the total composition C5H16N3 (ωB97M-V/def2-TZVPD).

Output
Spin multiplicity: 1
Lowest unoccupied orbital energy: -2.6 eV
Total charge: +1
HOMO-LUMO gap: 9.6 eV
HOMO energy: -12.163 eV

Atoms and positions in Å:
C  0.71096  -1.29196  1.30246
C  -0.62996  1.34984  1.45609
C  -1.16015  1.25087  -0.88155
C  1.06556  -0.86963  -1.32660
C  -0.28046  -0.82636  0.24254
N  1.72654  0.37385  -1.01296
N  -1.41946  -1.49009  0.14759
N  -0.35335  0.69176  0.22088
H  1.48249  -0.59171  1.35043
H  1.01725  -2.24941  1.06763
H  0.27246  -1.23054  2.31462
H  -0.52228  2.37128  1.18716
H  -1.59709  1.14936  1.81798
H  -0.00169  1.09292  2.14525
H  -1.00785  2.32562  -1.11386
H  -0.76481  0.86266  -1.81015
H  -2.31760  1.21909  -0.80675
H  1.68213  -1.64766  -1.20655
H  0.46135  -0.83763  -2.24650
H  1.71290  1.00395  -1.73433
H  2.81383  0.28234  -0.87056
H  -1.41895  -2.38826  0.53610
H  -2.17429  -1.39332  -0.59251
H  0.70247  0.84304  -0.18640



*c*
Entry from OMol25: 2 unconnected molecules or ions with the total composition C5H16N3 (ωB97M-V/def2-TZVPD).

Output
Spin multiplicity: 1
Lowest unoccupied orbital energy: -3.1 eV
Total charge: +1
HOMO-LUMO gap: 11.6 eV
HOMO energy: -14.725 eV

Atoms and positions in Å:
C  -0.99518  -0.72943  -2.50687
C  -1.77601  0.60578  -2.32488
H  0.03799  -0.72978  -2.12759
H  -1.52397  -1.50449  -1.98290
H  -0.97291  -0.97378  -3.56472
H  -1.20054  1.54878  -2.17690
H  -2.47013  0.45352  -1.48960
H  -2.37023  0.83306  -3.18572
C  0.75262  -1.13361  0.79693
C  1.02635  -2.27939  1.76657
C  0.49056  1.26337  1.10866
N  0.69613  0.06895  1.66693
N  0.68346  1.53838  -0.23440
N  0.37022  2.30087  1.97316
H  1.50522  -0.83307  -0.00377
H  -0.27212  -1.26307  0.41115
H  2.04968  -2.11424  2.12454
H  0.83056  -3.21718  1.25493
H  0.67063  -0.04799  2.67602
H  0.85155  0.86912  -0.96625
H  0.06890  2.25224  -0.58804
H  0.54427  2.20976  2.96061
H  0.51488  3.26754  1.70412
H  0.48808  -2.38536  2.70803



*d*
Entry from OMol25: 2 unconnected molecules or ions with the total composition C5H16N3 (ωB97M-V/def2-TZVPD).

Output
Spin multiplicity: 1
Lowest unoccupied orbital energy: -2.7 eV
Total charge: +1
HOMO-LUMO gap: 10.4 eV
HOMO energy: -13.128 eV

Atoms and positions in Å:
C  0.38442  2.11046  0.52679
N  -0.36212  1.11208  -0.24771
C  -1.78717  1.44149  -0.23987
C  0.13038  1.07390  -1.62984
H  -0.02540  2.16355  1.53297
H  0.32029  3.09752  0.05927
H  1.43687  1.82686  0.58079
H  -2.35141  0.68503  -0.78669
H  -2.15195  1.48717  0.78541
H  -1.97358  2.41186  -0.71092
H  -0.40527  0.30443  -2.18646
H  1.19464  0.83570  -1.64120
H  -0.01552  2.03135  -2.13599
C  2.13441  -1.49943  0.39023
N  0.67507  -1.39241  0.38878
C  -0.08253  -2.38914  0.70471
N  -1.40411  -2.33477  0.73721
H  2.55113  -0.82198  1.13129
H  2.52159  -1.22841  -0.58917
H  2.42871  -2.51716  0.62072
H  0.23036  -0.44777  0.17433
H  0.37422  -3.33908  0.94859
H  -1.89087  -1.47043  0.55565
H  -1.93215  -3.14082  1.03108



Structures ranked by computed energy, the most stable listed first: *d*, *a*, *c*, *b*.